Entry 1:
{"formula": "C37H48FN9O2ScSi", "method": "the ωB97M-V functional and the def2-TZVPD basis", "homo_ev": -9.15, "charge": 1, "multiplicity": 1, "largest_force_ev_per_a": 0.4, "relative_energy_kcal_mol": 14.0, "lumo_energy_ev": -3.11, "species": ["Sc", "C", "C", "C", "C", "C", "C", "N", "N", "C", "C", "C", "C", "C", "C", "H", "H", "H", "H", "H", "H", "H", "H", "H", "N", "C", "C", "C", "C", "N", "H", "H", "H", "H", "H", "H", "H", "H", "H", "H", "H", "H", "C", "Si", "C", "C", "N", "C", "C", "C", "C", "C", "C", "F", "H", "H", "H", "H", "H", "H", "H", "H", "H", "H", "H", "H", "H", "N", "C", "C", "C", "N", "C", "C", "H", "H", "H", "H", "H", "H", "O", "C", "N", "C", "O", "C", "C", "C", "C", "N", "C", "H", "H", "H", "H", "H", "H", "H", "H"], "coordinates": [[0.47159, -0.13487, -0.35589], [-0.01649, -1.02231, 5.53167], [-0.36535, -2.04267, 4.65716], [0.15393, -2.05888, 3.36988], [1.00965, -1.04551, 2.96951], [1.38470, -0.03842, 3.84073], [0.86481, -0.02948, 5.12747], [1.50905, -1.03605, 1.61019], [2.65259, -1.50837, 1.52401], [3.22932, -1.48754, 0.22429], [4.40507, -2.22577, 0.10801], [5.05823, -2.22989, -1.11203], [4.52413, -1.49194, -2.16389], [3.32467, -0.80120, -2.01514], [2.61058, -0.78714, -0.81406], [-0.42306, -1.00812, 6.53472], [-1.04508, -2.82606, 4.96938], [-0.09578, -2.85970, 2.68484], [2.08040, 0.72567, 3.51536], [1.15135, 0.75476, 5.81650], [4.78865, -2.76131, 0.96748], [5.97719, -2.78601, -1.24383], [5.04295, -1.46682, -3.11500], [2.93269, -0.28318, -2.88813], [1.60932, 1.86674, -0.51385], [1.61225, 2.41809, -1.89228], [0.64202, 3.58048, -2.02111], [-0.79146, 3.28137, -1.58174], [-1.41650, 2.07432, -2.27338], [-1.24938, 0.83414, -1.48243], [1.32932, 2.58634, 0.14553], [2.54805, 1.57442, -0.26706], [1.34316, 1.61337, -2.58530], [2.61471, 2.74418, -2.16905], [0.64117, 3.89713, -3.06716], [1.02908, 4.42764, -1.44689], [-1.39805, 4.16410, -1.78861], [-0.85675, 3.13978, -0.49854], [-0.97894, 1.95004, -3.26997], [-2.48335, 2.25512, -2.42008], [-1.71077, 0.07902, -1.98557], [-1.90537, 0.99047, -0.62669], [-5.25151, 2.95423, -0.61018], [-4.60206, 1.31453, 0.03747], [-4.58876, 0.08765, -1.39033], [-5.79952, 0.66370, 1.32828], [-2.97209, 1.39023, 0.57660], [-2.49438, 2.14415, 1.58508], [-3.22802, 3.04029, 2.41107], [-2.65237, 3.74921, 3.44815], [-1.29912, 3.63669, 3.75507], [-0.52487, 2.77804, 2.98880], [-1.14279, 2.08893, 1.97807], [-0.29880, 1.23828, 1.20468], [-6.13972, 2.80513, -1.23074], [-4.49842, 3.46090, -1.22127], [-5.53034, 3.63576, 0.19731], [-5.60753, -0.20067, -1.66399], [-4.05393, -0.82552, -1.10606], [-4.11953, 0.49891, -2.28999], [-6.82665, 0.75531, 0.96301], [-5.73785, 1.20076, 2.27932], [-5.62295, -0.39630, 1.53543], [-4.28736, 3.15738, 2.21342], [-3.27994, 4.40814, 4.03520], [-0.85683, 4.19816, 4.56560], [0.53174, 2.63697, 3.17314], [1.09345, -3.91760, -5.55569], [0.85312, -3.13723, -4.48309], [1.10755, -3.58703, -3.17446], [0.86628, -2.74942, -2.12084], [0.36498, -1.50382, -2.23563], [0.12350, -1.08299, -3.48490], [0.34687, -1.83503, -4.61291], [1.43219, -4.85580, -5.44745], [0.88490, -3.60096, -6.48481], [1.50730, -4.57618, -2.99327], [1.09318, -3.08602, -1.11461], [-0.26652, -0.07773, -3.59102], [0.12732, -1.41721, -5.58689], [-4.83323, 1.26927, 4.79677], [-4.07303, 0.10520, 5.04366], [-3.54777, -0.30298, 3.76072], [-3.47279, -1.60681, 3.42859], [-3.75243, -2.52512, 4.18346], [-2.96905, -1.91193, 2.04818], [-3.45586, -3.02062, 1.38051], [-2.91883, -3.33084, 0.14099], [-1.87946, -2.56474, -0.34522], [-1.35805, -1.51408, 0.31221], [-1.94132, -1.18391, 1.47482], [-5.21203, 1.57287, 5.62671], [-4.67999, -0.71219, 5.43234], [-3.25314, 0.30835, 5.74056], [-3.45632, 0.41622, 3.05441], [-4.23273, -3.61969, 1.83878], [-3.28258, -4.16646, -0.43986], [-1.44499, -2.80113, -1.30349], [-1.52778, -0.35218, 2.01916]], "forces_ev_per_a": [[-0.08, -0.13, -0.42], [-0.01, 0.01, 0.00], [0.02, -0.05, -0.02], [0.01, -0.03, 0.06], [-0.03, -0.08, -0.03], [-0.04, 0.05, -0.01], [0.00, 0.01, 0.00], [-0.06, 0.09, 0.10], [0.09, -0.11, -0.10], [-0.09, -0.14, 0.25], [0.12, 0.17, -0.09], [0.00, -0.01, -0.01], [0.02, -0.01, 0.00], [0.00, 0.04, -0.01], [0.09, -0.07, 0.01], [0.01, -0.01, -0.02], [0.02, 0.04, 0.00], [0.00, 0.01, 0.00], [-0.01, -0.02, 0.00], [0.00, -0.01, -0.02], [0.00, 0.02, -0.02], [-0.02, 0.02, 0.01], [0.00, 0.00, 0.01], [0.00, -0.01, 0.00], [0.01, 0.07, -0.05], [-0.02, -0.02, 0.00], [0.01, 0.01, 0.00], [0.00, 0.01, 0.02], [0.02, 0.00, -0.03], [-0.04, 0.15, 0.12], [-0.02, 0.04, 0.00], [0.07, 0.04, 0.03], [-0.01, 0.00, 0.00], [0.03, 0.00, -0.01], [0.00, 0.00, 0.00], [-0.01, -0.01, 0.00], [0.01, 0.00, -0.01], [0.00, 0.01, -0.03], [0.00, 0.00, -0.01], [-0.03, 0.00, 0.01], [-0.03, -0.01, 0.02], [0.02, -0.02, -0.03], [-0.02, 0.04, -0.01], [0.04, -0.01, 0.00], [-0.01, -0.05, -0.02], [-0.04, 0.00, 0.02], [0.07, 0.03, 0.02], [-0.01, 0.00, 0.06], [-0.03, 0.00, 0.00], [-0.03, 0.00, 0.00], [0.01, 0.01, 0.03], [-0.03, 0.03, 0.01], [-0.07, 0.09, -0.10], [0.06, -0.12, 0.21], [0.02, 0.00, 0.02], [-0.02, -0.01, 0.01], [0.02, -0.01, -0.03], [0.04, 0.02, 0.00], [-0.03, 0.03, -0.01], [0.00, -0.01, 0.02], [0.02, -0.01, 0.01], [-0.01, -0.04, -0.05], [0.00, 0.03, 0.00], [0.04, 0.00, 0.01], [0.01, 0.00, 0.00], [-0.01, 0.00, -0.01], [0.00, 0.00, 0.00], [-0.02, 0.02, 0.02], [0.01, 0.00, 0.00], [0.00, -0.03, -0.02], [-0.01, 0.00, 0.05], [0.02, -0.09, -0.08], [-0.02, 0.02, -0.03], [0.00, 0.00, -0.03], [0.01, -0.01, 0.00], [0.00, 0.01, 0.00], [-0.01, 0.01, -0.01], [-0.01, 0.01, -0.01], [0.02, -0.03, 0.02], [0.01, -0.02, 0.02], [0.01, -0.05, -0.01], [0.00, 0.05, -0.08], [-0.04, -0.04, 0.05], [-0.03, -0.05, 0.04], [-0.01, 0.07, -0.06], [-0.05, -0.02, -0.01], [-0.02, -0.01, -0.01], [-0.02, -0.02, 0.02], [0.03, 0.05, -0.02], [-0.09, 0.00, 0.17], [0.06, -0.02, -0.02], [0.00, 0.02, 0.03], [0.00, -0.06, 0.03], [0.01, 0.06, 0.00], [0.07, 0.00, 0.00], [0.01, 0.01, -0.02], [0.00, 0.01, 0.00], [0.03, 0.00, -0.03], [0.00, 0.02, 0.00]], "mulliken_charge": [-1.4512, -0.7504, -0.4771, 0.1074, -0.1716, -0.2683, -0.7378, 1.5063, -1.0221, 0.3220, -0.4609, -0.5871, -1.0690, -0.1317, 0.5164, 0.4824, 0.4065, 0.1988, 0.6204, 0.4268, 0.5246, 0.4277, 0.4614, 0.3943, -0.1324, 0.1428, -1.5331, -0.0583, -0.6282, 1.7064, 0.2610, 0.3701, -0.1718, 0.5277, 0.3943, 0.4121, 0.5243, -0.2083, 0.6465, 0.3324, 0.3962, -1.4738, -1.2693, 0.1112, -0.8722, -0.9806, -0.3848, -0.0064, 0.0697, -1.1347, -1.0738, -1.1985, 0.1080, 1.1409, 0.4068, 0.3336, 0.3684, 0.4957, 0.1205, 0.2305, 0.4958, 0.2208, 0.1949, 0.3940, 0.4471, 0.4353, 0.5002, -0.4450, 0.6994, -1.0902, -0.6911, 2.2563, -0.5436, -1.1845, 0.2035, 0.1954, 0.3895, 0.5208, 0.0886, 0.4046, -0.4449, -0.7237, 0.8155, -0.2299, -0.7168, 1.0975, -0.5360, -1.2618, -0.7562, 2.0194, -1.6646, 0.2939, 0.4596, 0.2981, -0.5151, 0.5667, 0.4531, 0.3025, 0.8105]}

***

Entry 2:
{"formula": "C37H49AlBBr2Cl2N2O16PS4", "method": "the ωB97M-V functional and the def2-TZVPD basis", "homo_ev": -6.24, "charge": 0, "multiplicity": 1, "largest_force_ev_per_a": 11.3, "lumo_energy_ev": -4.73, "species": ["N", "C", "C", "N", "C", "C", "C", "C", "C", "Br", "C", "S", "C", "C", "C", "C", "S", "C", "P", "S", "C", "C", "C", "C", "C", "O", "H", "H", "H", "H", "H", "H", "H", "H", "H", "H", "H", "H", "H", "H", "H", "H", "H", "H", "H", "H", "H", "H", "C", "C", "O", "C", "C", "H", "H", "H", "H", "H", "H", "H", "H", "H", "H", "B", "O", "C", "O", "C", "O", "O", "O", "C", "O", "C", "O", "O", "Al", "C", "Cl", "Cl", "H", "H", "C", "C", "C", "O", "C", "C", "C", "O", "H", "H", "H", "H", "O", "H", "C", "C", "C", "S", "O", "O", "C", "H", "H", "H", "H", "H", "H", "H", "H", "O", "H", "H", "Br"], "coordinates": [[-3.89965, 1.20201, 4.02840], [-3.38974, 0.19358, 3.02418], [-3.47164, 0.66353, 1.45614], [-2.17880, 0.64059, 0.69275], [-1.62053, -0.73478, 0.45063], [-2.48718, -2.13725, 0.74711], [-1.90128, -3.65438, 0.45190], [-0.40157, -3.91913, -0.16200], [0.48409, -2.54271, -0.50293], [2.34850, -2.77428, -1.29081], [-0.10780, -1.04900, -0.19347], [0.99262, 0.41971, -0.58831], [0.42141, 1.72827, 0.62708], [-1.17013, 1.66143, 1.14036], [-1.55735, 2.91424, 2.18222], [-0.47280, 4.07771, 2.64985], [-1.06437, 5.44880, 3.82410], [1.09623, 4.07586, 2.12857], [2.24622, 5.48185, 2.71953], [3.73302, 4.90215, 3.84778], [1.51138, 2.85275, 1.10114], [3.08619, 2.82739, 0.57876], [3.91365, 1.48090, 1.04062], [4.72582, 0.95757, -0.31304], [5.80254, 2.13090, -0.70405], [6.71820, 1.70302, -1.78540], [-3.01725, 1.65019, 4.42061], [-4.26379, 0.63949, 4.84460], [-2.28475, -0.11762, 3.24945], [-4.04400, -0.79411, 3.16998], [-4.29793, -0.03343, 0.94814], [-3.97779, 1.74521, 1.46272], [-3.59895, -2.10624, 1.18144], [-2.58803, -4.60003, 0.69569], [-0.01447, -5.00927, -0.34469], [-2.65685, 3.05763, 2.62499], [-1.10125, 6.67672, 3.10593], [2.83162, 6.08141, 1.51232], [1.56385, 6.57513, 3.39093], [3.05609, 2.86931, -0.60834], [3.71391, 3.74989, 0.93136], [3.16894, 0.59141, 1.31077], [4.60266, 1.62463, 1.97528], [3.91057, 0.94006, -1.18460], [5.18620, -0.11247, -0.17356], [5.30224, 3.14004, -1.08873], [6.40786, 2.44337, 0.27310], [7.45080, 2.39988, -1.86353], [-3.32323, -3.36004, -2.82808], [-4.44625, -4.09177, -2.11435], [-5.67581, -4.09235, -2.83904], [-5.65096, -4.70539, -4.12550], [-5.26249, -6.17251, -4.09158], [-3.61231, -2.32446, -3.03684], [-2.41871, -3.35508, -2.21098], [-3.07385, -3.82760, -3.78306], [-4.64567, -3.58847, -1.16233], [-4.15513, -5.11813, -1.86399], [-5.00381, -4.13889, -4.80162], [-6.66694, -4.62083, -4.53123], [-4.25001, -6.31726, -3.70570], [-5.30156, -6.60185, -5.09783], [-5.94277, -6.73490, -3.44240], [-10.34652, -2.89705, -3.18182], [-9.37477, -3.77759, -2.52560], [-8.18038, -3.17667, -2.61977], [-7.14417, -3.64144, -2.17306], [-8.31624, -1.92416, -3.31622], [-7.41566, -1.13901, -3.56452], [-9.59687, -1.73227, -3.66288], [-11.01335, -3.58660, -4.29099], [-12.32601, -3.57990, -4.01972], [-13.17597, -4.07555, -4.74164], [-12.56344, -2.90974, -2.76799], [-13.65038, -2.73670, -2.24071], [-11.40122, -2.49220, -2.24699], [-3.85372, -4.92138, 1.62885], [-5.80157, -7.96376, -0.68309], [-4.07058, -7.61264, -0.75581], [-6.45863, -7.59619, 0.91640], [-6.31961, -7.35576, -1.42884], [-5.95896, -9.02375, -0.89730], [10.08229, -0.64037, -5.52066], [8.94087, -0.64761, -6.21595], [7.63057, -0.59569, -5.53799], [6.58531, -0.60429, -6.17350], [7.63052, -0.53385, -4.06287], [8.77194, -0.52661, -3.36758], [10.08224, -0.57854, -4.04554], [11.12750, -0.56994, -3.41003], [11.05174, -0.67871, -6.00228], [8.92419, -0.69193, -7.29834], [6.66107, -0.49552, -3.58125], [8.78862, -0.48229, -2.28519], [-6.36994, 0.17991, 0.25363], [-6.79314, 0.27838, -0.57969], [6.57638, 7.16390, 8.91111], [5.11806, 6.89202, 8.54507], [5.05008, 6.72111, 7.02842], [6.64933, 6.10606, 6.52271], [7.29193, 7.11232, 5.70379], [6.51685, 4.72740, 6.09584], [7.39317, 6.13641, 8.14178], [6.74576, 7.08652, 9.98905], [6.85399, 8.17683, 8.59594], [4.78485, 5.96935, 9.03557], [4.45924, 7.69870, 8.88140], [4.27717, 6.00479, 6.73857], [4.87992, 7.67687, 6.52518], [8.44949, 6.39901, 8.06293], [7.28411, 5.13935, 8.57885], [12.32130, 0.21501, -7.52130], [13.14950, 0.07206, -8.00340], [12.35337, 1.15121, -7.27337], [-15.57746, -2.63187, -1.50965]], "forces_ev_per_a": [[1.83, -0.98, 0.77], [0.41, -1.62, -0.23], [-2.74, 0.15, 0.96], [2.79, -1.25, 1.27], [0.96, -4.22, -0.68], [2.20, -0.73, -0.83], [3.39, 3.81, -1.12], [-1.97, 4.10, 0.79], [-3.83, -0.17, 1.87], [-2.64, 0.44, 1.12], [-1.61, -1.77, 0.86], [-1.73, -0.36, 1.41], [-1.47, 1.90, 2.31], [2.97, 3.76, 1.62], [2.48, 0.14, -0.82], [1.41, -2.44, -3.12], [0.27, -0.65, -1.32], [-4.57, -3.07, -1.33], [0.92, -0.58, -0.45], [-0.24, -0.16, -0.03], [-2.10, 0.68, 1.44], [-0.55, -0.47, -0.24], [-0.56, -1.32, -0.96], [-0.54, 1.35, -0.20], [0.30, 0.72, 0.54], [0.47, 1.44, 1.16], [-1.60, -0.48, -0.56], [0.39, 0.95, -1.22], [-1.81, 0.47, -0.41], [1.35, 2.13, -0.50], [1.75, 1.77, 0.48], [1.40, -2.41, -0.39], [2.62, 0.31, -1.11], [3.52, 2.34, -2.29], [-0.70, 2.55, 0.29], [2.71, -0.49, -1.21], [0.20, -1.81, 0.20], [-1.11, -0.42, 0.74], [-0.15, -0.99, -1.03], [-0.01, -0.15, 2.49], [-1.65, -1.56, -0.47], [1.45, 2.09, -0.51], [-1.26, 0.07, -1.93], [1.83, -0.29, 1.85], [-0.65, 2.28, -0.28], [0.56, -2.27, 0.96], [-1.13, -0.85, -1.97], [-1.70, -1.49, 0.25], [0.13, 0.19, -0.04], [-0.04, -0.08, -0.66], [8.59, -3.23, -4.33], [0.45, -0.02, 0.07], [0.12, -0.14, 0.01], [-0.01, -0.15, 0.10], [-0.09, 0.05, -0.10], [0.01, -0.07, 0.09], [-0.41, 0.21, -0.01], [0.13, -0.09, -0.08], [0.04, -0.07, -0.08], [0.03, 0.18, 0.29], [-0.01, 0.02, -0.10], [-0.04, 0.01, 0.14], [-0.01, 0.08, -0.18], [1.88, -0.21, -0.53], [-0.72, 0.07, -0.56], [1.47, -2.83, 2.02], [-9.54, 4.03, 4.58], [1.13, 3.81, -1.62], [-1.19, -1.21, 0.29], [0.08, -0.47, 0.35], [-1.77, 0.21, 0.68], [0.39, -2.57, -4.76], [0.80, 0.86, 1.43], [2.20, 1.82, 2.95], [-0.72, 0.44, 0.81], [-3.42, -0.63, -0.43], [-2.44, -0.42, 1.47], [-0.50, -0.13, -0.28], [0.22, -0.03, 0.03], [0.00, 0.02, -0.02], [0.20, 0.00, 0.29], [0.17, 0.26, 0.17], [-0.12, -0.08, -0.36], [0.42, 0.01, 0.05], [-0.68, 0.00, -0.47], [0.61, -0.01, 0.39], [0.18, -0.03, 0.42], [-0.43, -0.01, 0.01], [0.59, -0.01, 0.41], [-0.60, 0.01, -0.36], [-0.07, 0.00, 0.03], [-0.01, 0.00, 0.03], [0.04, 0.07, -0.01], [-0.02, 0.03, -0.03], [0.95, -0.29, 1.47], [-0.58, 0.06, -1.24], [0.03, 0.24, 0.16], [-0.19, -0.01, 0.28], [-0.70, 0.20, 0.12], [0.02, -0.43, -0.36], [-0.13, -0.45, 0.11], [0.24, 0.62, -0.10], [0.30, 0.04, 0.51], [0.01, 0.03, -0.15], [0.02, -0.14, 0.05], [0.05, 0.13, -0.07], [0.08, -0.15, -0.06], [0.24, 0.12, -0.20], [0.13, -0.20, -0.03], [-0.12, -0.11, -0.17], [0.02, 0.10, -0.14], [0.43, 0.36, -0.21], [-0.29, -0.02, 0.15], [-0.06, -0.30, -0.05], [0.65, -0.14, -0.40]], "mulliken_charge": [-0.6195, -0.1196, -0.8234, 0.2554, 0.0451, 0.0943, -0.1028, -0.6228, -0.1121, -0.1760, 0.3102, -0.0625, 0.0734, 0.3206, -0.4739, -0.1785, -0.2740, -0.3213, 0.2077, -0.3742, -0.1537, -0.4736, -0.3763, -0.2858, -0.3623, -0.4246, 0.2798, 0.2822, 0.2226, 0.2118, 0.1790, 0.4734, -0.2886, 0.7521, 0.3099, 0.4005, 0.1906, 0.1058, 0.0614, 0.3156, 0.2469, 0.2269, 0.3439, 0.1140, 0.3054, 0.1975, 0.2614, 0.2903, -1.1508, 0.5775, 0.1038, -0.3678, -0.9752, 0.3251, 0.2279, 0.3715, 0.0034, -0.2509, 0.3204, 0.3925, 0.2359, 0.4297, 0.0589, 1.3153, -0.6110, 0.5423, -0.6579, 0.5381, -0.6164, -0.6272, -0.4904, 0.6915, -0.5986, 0.6530, -0.5350, -0.4366, 0.4335, 0.0562, -0.1543, -0.1710, -0.0914, 0.3778, -0.4007, -0.3269, 0.3734, -0.5631, -0.4048, -0.3056, 0.3262, -0.5619, 0.5377, 0.4288, 0.4537, 0.4361, -0.8033, 0.2044, -0.5916, -0.7239, -0.3902, 1.1427, -0.6606, -0.6435, -0.6797, 0.3365, 0.2976, 0.3059, 0.3303, 0.2333, 0.3423, 0.3770, 0.3346, -0.6216, 0.2953, 0.3156, 0.2340]}